ORCA calculation (ωB97M-V/def2-TZVPD) on one molecule with the formula CH5N3O.

The calculation puts the frontier orbital gap at 9.96 eV. The value obtained for the HOMO energy is -9.317 eV. The relative energy (zero: lowest compared OMol25 entry of this formula, charge and spin) comes out at 460.5 kJ/mol. Its SMILES is CN(N)N=O. The value obtained for the total energy is -280.4291 a.u.

The geometry in XYZ format:
```
10
Properties=species:S:1:pos:R:3:forces:R:3
C 0.380 -1.146 -0.121 -1.9 -2.7 2.7
N -1.408 0.471 -0.035 -0.3 0.6 0.8
N 0.870 1.553 0.008 -1.1 -3.5 -0.3
N -0.157 0.134 0.080 2.9 4.7 -0.1
O -2.213 -0.436 0.034 -0.2 -0.3 -0.6
H 0.655 -1.553 -1.064 0.4 0.8 -1.4
H 1.203 -1.314 0.600 -0.7 -0.1 -0.3
H -0.613 -1.777 0.128 2.4 0.9 -0.1
H 0.191 2.031 -0.547 -0.2 1.0 -0.1
H 1.092 2.038 0.915 -1.3 -1.3 -0.7
```
Positions in Å, forces in eV/Å.

=====

ORCA calculation (ωB97M-V/def2-TZVPD) on C42H29AgO6PSb as an isolated structure.

The calculation puts the frontier orbital gap at 5.73 eV. The net charge is -2. The value obtained for the HOMO energy is -1.478 eV. The relative energy (zero: lowest compared OMol25 entry of this formula, charge and spin) comes out at 41.9 kJ/mol. The value obtained for the total energy is -2797.9032 a.u.

The geometry in XYZ format:
```
80
Properties=species:S:1:pos:R:3:forces:R:3
Ag 1.987 1.957 0.037 -0.2 -0.9 1.3
O -3.475 4.789 1.683 -0.3 0.1 0.1
C -2.430 4.259 1.365 0.2 -0.1 0.0
C -2.265 3.060 0.492 0.1 -0.2 -0.1
O -3.179 2.363 0.044 -0.1 0.0 -0.1
C -0.840 2.871 0.291 0.1 0.0 0.0
C -0.096 3.836 1.058 -0.2 -0.1 -0.1
O 1.150 3.915 1.111 0.1 0.0 -0.1
C -1.055 4.687 1.794 0.0 -0.2 -0.2
O -0.797 5.555 2.607 0.1 0.3 0.2
O -0.287 1.961 -0.439 -0.1 0.2 0.2
C -0.378 2.658 4.380 0.0 0.0 0.0
C 0.975 2.629 4.080 0.0 0.0 0.0
C 1.513 1.573 3.351 0.0 0.0 0.1
C 0.698 0.538 2.905 0.0 0.0 0.0
C -0.664 0.572 3.220 0.0 0.0 0.0
C -1.199 1.617 3.956 0.0 0.0 0.0
P 1.251 -0.841 1.816 0.0 0.1 0.0
C 1.139 -2.246 3.022 0.0 0.1 0.0
C 1.283 -2.109 4.404 0.0 -0.1 0.0
C 1.211 -3.215 5.241 0.0 0.0 0.0
C 0.992 -4.482 4.711 0.0 0.1 0.0
C 0.841 -4.632 3.340 0.0 0.0 0.0
C 0.909 -3.522 2.506 0.0 0.0 0.0
C 3.060 -0.571 1.694 0.1 -0.1 0.0
C 3.993 -1.434 2.275 0.0 0.1 0.0
C 5.354 -1.211 2.105 0.0 0.0 0.0
C 5.771 -0.116 1.363 0.0 0.0 0.0
C 4.828 0.731 0.790 0.0 0.0 -0.2
C 3.446 0.533 0.901 -0.2 0.1 0.1
H -0.801 3.507 4.904 0.0 0.0 0.0
H 1.611 3.453 4.383 0.0 0.0 -0.1
H 2.568 1.570 3.106 0.0 0.0 0.0
H -1.310 -0.223 2.861 0.0 0.0 0.0
H -2.264 1.648 4.159 0.1 0.0 0.0
H 1.449 -1.125 4.827 0.0 0.0 0.0
H 1.330 -3.087 6.311 0.0 0.0 0.0
H 0.935 -5.346 5.364 0.0 0.0 0.0
H 0.666 -5.617 2.920 0.0 0.0 0.0
H 0.780 -3.638 1.434 0.0 0.0 0.0
H 3.668 -2.282 2.865 0.0 0.0 0.0
H 6.079 -1.885 2.552 0.0 0.0 0.0
H 6.831 0.075 1.222 0.0 0.0 0.0
H 5.189 1.575 0.202 0.0 0.0 0.0
C -4.468 -3.260 -4.130 0.0 0.1 0.0
C -4.733 -3.162 -2.772 0.0 0.0 0.0
C -4.018 -2.256 -1.990 0.1 0.1 0.0
C -3.030 -1.435 -2.534 0.0 -0.1 0.0
C -2.792 -1.543 -3.909 0.0 0.0 0.1
C -3.494 -2.442 -4.699 0.0 0.0 0.1
Sb -1.831 -0.069 -1.221 0.0 -0.1 -0.3
C -0.035 -1.070 -1.985 -0.1 0.1 0.1
C 1.169 -0.426 -2.262 0.0 -0.1 0.1
C 2.286 -1.133 -2.697 0.0 0.0 0.0
C 2.225 -2.511 -2.842 -0.1 0.0 0.0
C 1.047 -3.178 -2.525 0.0 0.1 0.0
C -0.066 -2.462 -2.100 0.1 0.0 0.0
C -2.071 1.400 -2.788 0.0 0.0 0.1
C -1.019 2.006 -3.468 -0.1 0.0 0.0
C -1.260 2.951 -4.461 0.0 -0.1 0.0
C -2.561 3.315 -4.777 0.0 0.0 0.0
C -3.620 2.731 -4.090 0.0 0.0 0.0
C -3.374 1.783 -3.107 0.1 0.0 0.0
H -5.016 -3.967 -4.744 0.0 0.0 0.0
H -5.495 -3.791 -2.323 0.0 0.0 0.0
H -4.230 -2.189 -0.924 0.0 0.0 -0.1
H -2.035 -0.912 -4.365 0.0 0.0 0.0
H -3.286 -2.513 -5.761 0.0 0.0 0.0
H 1.267 0.637 -2.093 0.0 0.0 -0.1
H 3.210 -0.603 -2.902 0.0 0.0 0.1
H 3.094 -3.065 -3.179 0.0 0.0 0.0
H 0.993 -4.258 -2.607 0.0 0.0 0.0
H -0.971 -3.005 -1.848 0.0 0.0 -0.1
H 0.002 1.759 -3.213 0.0 0.0 0.0
H -0.426 3.408 -4.983 0.0 0.0 0.0
H -2.750 4.057 -5.544 0.0 0.0 0.0
H -4.640 3.024 -4.315 0.0 0.0 0.0
H -4.206 1.345 -2.565 0.0 0.0 0.0
O 2.731 3.793 -1.824 0.0 1.0 -0.3
C 2.936 2.692 -1.665 0.5 -0.3 -0.8
```
Positions in Å, forces in eV/Å.

=====

ORCA calculation (ωB97M-V/def2-TZVPD) on a 2-piece molecular cluster, C5H13NO2 overall.

The calculation puts the frontier orbital gap at 3.74 eV. The value obtained for the HOMO energy is -7.705 eV. The relative energy (zero: lowest compared OMol25 entry of this formula, charge and spin) comes out at 784.9 kJ/mol. The value obtained for the total energy is -403.2777 a.u.

The geometry in XYZ format:
```
21
Properties=species:S:1:pos:R:3:forces:R:3
O -2.784 -0.873 0.713 0.4 -0.4 -0.1
C -1.552 -1.262 0.430 -0.6 0.6 0.8
C -0.703 -0.110 -0.246 -0.8 -0.6 -1.0
C 0.220 -0.640 -1.348 1.0 -0.7 1.0
C 1.651 -0.396 -0.815 -0.9 -1.5 -1.2
C 2.749 1.160 0.636 0.7 0.6 1.3
N 1.740 0.873 -0.280 -0.5 0.8 -0.2
H -1.572 -2.077 -0.329 0.2 0.1 -0.4
H -0.147 0.352 0.582 0.4 0.3 0.1
H -1.460 0.582 -0.607 0.3 0.4 0.0
H 0.168 -1.736 -1.336 -0.4 0.1 -0.4
H 0.032 -0.329 -2.369 0.0 0.5 0.1
H 2.389 -0.573 -1.623 0.3 0.4 0.2
H 1.803 -1.250 -0.130 0.5 0.4 0.4
H 3.759 0.871 0.302 -0.2 -0.3 -0.3
H 2.671 0.677 1.630 -0.3 -0.5 -0.3
H 2.784 2.215 0.905 -0.2 0.1 -0.4
H -4.195 1.816 1.210 -0.9 -0.5 0.4
H -1.000 -1.645 1.303 0.1 -0.3 0.1
H -3.184 0.691 0.584 -0.9 0.6 0.7
O -3.370 1.656 0.787 1.6 0.1 -1.0
```
Positions in Å, forces in eV/Å.

=====

In Eh/bohr, the largest force on an atom values for the records above are, in order, 0.1071, 0.0302, 0.0409.